Below is C30H31BrF6HfN3O6P as an isolated structure, with properties calculated with ωB97M-V with the def2-TZVPD basis set.

Computed properties:
- max |F| (eV Å⁻¹) = 0.67
- total energy (eV) = -145320.21424
- energy above the lowest of the compared OMol25 structures with the same formula, charge and spin (kJ/mol) = 0.0
- molecular weight (g/mol) = 932.9
- Kohn-Sham gap (eV) = 7.937
- lowest unoccupied orbital energy (eV) = -0.269
- HOMO level (eV) = -8.206

Geometry as ORCA input:
```
! RIJCOSX wB97M-V def2-TZVPD def2/J DEFGRID3
* xyz 0 1
Hf 0.311 0.696 -0.262
O -3.718 1.052 -2.304
C -4.380 1.242 -1.149
C -5.756 1.004 -1.166
C -6.511 1.170 -0.026
C -5.913 1.583 1.165
C -4.558 1.828 1.185
C -3.767 1.666 0.040
C -2.316 1.899 0.141
O -1.534 1.570 -0.883
N -1.822 2.356 1.250
N -0.435 2.326 1.171
C 0.208 2.986 2.062
C 1.651 3.041 2.133
C 2.243 3.733 3.198
C 3.610 3.869 3.291
C 4.415 3.324 2.289
C 3.857 2.648 1.225
C 2.472 2.479 1.133
O 1.963 1.831 0.092
H -2.766 1.162 -2.124
H -6.200 0.680 -2.098
H -7.575 0.974 -0.059
H -6.504 1.709 2.062
H -4.068 2.148 2.095
H -0.374 3.547 2.791
H 1.600 4.164 3.956
H 4.053 4.400 4.122
H 5.490 3.436 2.343
H 4.471 2.230 0.437
C -0.269 -3.098 -1.816
C 1.221 -2.766 -1.878
P 1.758 -1.743 -0.461
C 1.707 -2.868 0.987
C 2.510 -4.163 0.910
C 3.532 -1.375 -0.774
C 4.316 -2.360 -1.638
H -0.564 -3.691 -2.682
H -0.873 -2.190 -1.814
H -0.522 -3.667 -0.920
H 1.438 -2.173 -2.767
H 1.828 -3.671 -1.937
H 0.647 -3.088 1.148
H 2.020 -2.264 1.841
H 2.217 -4.770 0.053
H 2.349 -4.759 1.809
H 3.578 -3.964 0.835
H 3.993 -1.258 0.212
H 3.546 -0.384 -1.234
H 4.306 -3.369 -1.229
H 5.356 -2.040 -1.716
H 3.912 -2.402 -2.649
C 0.316 2.442 -3.526
C 0.793 0.988 -3.494
O 0.842 0.478 -2.219
C 2.226 0.911 -4.063
F 3.021 1.777 -3.418
F 2.774 -0.307 -3.913
F 2.268 1.217 -5.369
C -0.164 0.112 -4.339
F -0.405 0.643 -5.544
F -1.341 -0.009 -3.711
F 0.303 -1.131 -4.534
H 0.929 3.013 -2.832
H -0.719 2.470 -3.190
H 0.390 2.877 -4.520
Br -5.426 -2.482 3.511
C -3.592 -2.075 3.678
C -2.955 -2.235 4.902
N -1.670 -1.948 5.089
C -0.978 -1.484 4.055
C -1.535 -1.308 2.795
C -2.876 -1.609 2.596
C -0.743 -0.752 1.678
O -1.222 -0.760 0.498
O 0.386 -0.219 1.871
H -3.506 -2.603 5.759
H 0.063 -1.237 4.224
H -3.331 -1.459 1.625
*
```

=====

Below is C25H29BN9OPS5Tb as an isolated structure in a non-equilibrium geometry, with properties calculated with ωB97M-V with the def2-TZVPD basis set.

Computed properties:
- max |F| (eV Å⁻¹) = 1.14
- total energy (eV) = -128433.86595
- energy above the lowest of the compared OMol25 structures with the same formula, charge and spin (kJ/mol) = 204.8
- molecular weight (g/mol) = 832.6
- expectation value of S² = 12.055
- Kohn-Sham gap (alpha / beta) (eV) = 6.038 / 6.065
- lowest unoccupied orbital energy (alpha / beta) (eV) = 1.607 / 1.608
- HOMO level (alpha / beta) (eV) = -4.430 / -4.457

Geometry as ORCA input:
```
! RIJCOSX wB97M-V def2-TZVPD def2/J DEFGRID3
* xyz -1 7
Tb 0.351 -0.443 0.428
S -1.572 0.312 2.403
C -2.984 -0.569 1.844
C -3.883 -0.977 2.869
N -4.588 -1.304 3.721
C -3.258 -0.849 0.536
S -2.236 -0.435 -0.818
C -4.472 -1.522 0.211
N -5.452 -2.051 -0.090
B 2.252 -3.119 2.193
N 2.049 -1.876 3.090
C 2.306 -1.728 4.394
C 2.027 -0.420 4.753
C 1.594 0.170 3.567
N 1.612 -0.716 2.571
N 0.855 -3.589 1.688
C 0.345 -4.822 1.741
C -0.861 -4.835 1.061
C -1.013 -3.524 0.614
N 0.027 -2.780 1.002
H 2.743 -4.003 2.844
H 2.920 -2.800 1.237
H 2.668 -2.554 4.983
H 2.126 0.040 5.720
H 1.276 1.186 3.392
H 0.864 -5.617 2.251
H -1.529 -5.664 0.908
H -1.818 -3.098 0.037
S 2.877 3.218 -1.990
C 2.014 2.002 -1.219
S 0.907 0.993 -2.066
S 2.189 1.706 0.477
C -0.687 5.489 0.598
N -1.216 4.925 -0.714
C -2.727 4.864 -0.636
N -3.145 4.094 0.479
C -2.618 4.674 1.709
N -1.163 4.742 1.706
C -0.560 3.404 1.788
P -0.999 2.261 0.364
C -0.643 3.567 -0.961
C -2.832 2.660 0.357
H -1.022 6.528 0.653
H 0.401 5.441 0.549
H -0.928 5.539 -1.477
H -3.087 4.421 -1.565
H -3.089 5.891 -0.541
H -2.939 4.065 2.552
H -3.021 5.686 1.819
H -0.886 2.934 2.715
H 0.526 3.499 1.813
H -1.015 3.192 -1.916
H 0.433 3.685 -1.063
H -3.318 2.127 1.173
H -3.250 2.276 -0.576
C 3.645 -1.912 -1.582
C 2.230 -2.093 -2.050
O 1.294 -1.754 -1.350
C 1.977 -2.631 -3.402
C 2.954 -3.319 -4.120
C 2.682 -3.786 -5.394
C 1.438 -3.559 -5.967
C 0.459 -2.879 -5.255
C 0.723 -2.422 -3.976
H 3.652 -1.298 -0.685
H 4.253 -1.444 -2.356
H 4.073 -2.886 -1.335
H 3.925 -3.500 -3.679
H 3.445 -4.320 -5.947
H 1.233 -3.913 -6.970
H -0.510 -2.703 -5.702
H -0.025 -1.880 -3.411
*
```

=====

Below is a 6-piece molecular cluster, C23H34BN6O3 overall, with properties calculated with ωB97M-V with the def2-TZVPD basis set.

Computed properties:
- max |F| (eV Å⁻¹) = 0.50
- total energy (eV) = -40163.98666
- energy above the lowest of the compared OMol25 structures with the same formula, charge and spin (kJ/mol) = 0.0
- molecular weight (g/mol) = 453.4
- Kohn-Sham gap (eV) = 7.430
- lowest unoccupied orbital energy (eV) = 2.556
- HOMO level (eV) = -4.874

Geometry as ORCA input:
```
! RIJCOSX wB97M-V def2-TZVPD def2/J DEFGRID3
* xyz -1 1
N 3.454 -0.150 2.298
C 2.962 0.321 0.971
B 1.590 1.211 0.993
O 0.914 1.145 2.341
C -0.380 0.641 2.146
C -0.234 -0.186 0.889
O -1.487 -0.571 0.374
O 0.502 0.647 0.046
H 3.047 0.466 2.997
H 3.020 -1.044 2.501
H 2.818 -0.567 0.339
H 3.777 0.875 0.496
H 1.792 2.382 0.648
H -1.112 1.435 1.929
H -0.715 0.065 3.013
H 0.367 -1.089 1.114
H -1.337 -1.183 -0.355
N 0.870 -1.135 -2.076
C -0.288 -1.297 -2.777
C -0.121 -2.349 -3.650
C 1.202 -2.833 -3.467
C 1.781 -2.054 -2.491
H 0.989 -0.418 -1.341
H -1.128 -0.643 -2.608
H -0.858 -2.722 -4.344
H 1.672 -3.650 -3.991
H 2.767 -2.084 -2.057
N 4.232 3.621 1.101
C 5.351 2.891 1.375
C 6.383 3.403 0.629
C 5.855 4.478 -0.137
C 4.522 4.578 0.174
H 3.315 3.404 1.459
H 5.316 2.056 2.056
H 7.396 3.034 0.621
H 6.385 5.098 -0.842
H 3.759 5.244 -0.191
N -2.007 5.567 -0.610
C -2.075 4.386 -1.305
C -1.295 3.468 -0.656
C -0.730 4.118 0.476
C -1.186 5.408 0.479
H -2.478 6.415 -0.861
H -2.670 4.302 -2.198
H -1.122 2.441 -0.934
H -0.064 3.659 1.189
H -0.997 6.223 1.157
N -1.709 -5.217 -3.096
C -2.899 -5.427 -3.730
C -2.751 -6.515 -4.552
C -1.413 -6.972 -4.408
C -0.797 -6.145 -3.504
H -1.509 -4.463 -2.460
H -3.747 -4.790 -3.547
H -3.515 -6.931 -5.188
H -0.954 -7.806 -4.913
H 0.210 -6.136 -3.123
N -5.556 -1.160 4.327
C -4.842 -1.370 3.176
C -3.580 -0.878 3.363
C -3.528 -0.349 4.683
C -4.759 -0.536 5.251
H -6.515 -1.416 4.469
H -5.291 -1.846 2.320
H -2.786 -0.893 2.635
H -2.679 0.121 5.151
H -5.135 -0.278 6.226
*
```

=====

Below is C19H30N3OPPtSi as an isolated structure in a non-equilibrium geometry, with properties calculated with ωB97M-V with the def2-TZVPD basis set.

Computed properties:
- max |F| (eV Å⁻¹) = 4.05
- total energy (eV) = -47113.68719
- energy above the lowest of the compared OMol25 structures with the same formula, charge and spin (kJ/mol) = 187.9
- molecular weight (g/mol) = 570.6
- expectation value of S² = 6.066
- Kohn-Sham gap (alpha / beta) (eV) = 4.433 / 6.898
- lowest unoccupied orbital energy (alpha / beta) (eV) = -0.136 / -1.728
- HOMO level (alpha / beta) (eV) = -4.569 / -8.626

Geometry as ORCA input:
```
! RIJCOSX wB97M-V def2-TZVPD def2/J DEFGRID3
* xyz 0 5
Pt -0.029 -0.202 -0.108
Si -1.689 1.653 -0.688
P -0.820 -1.515 -1.784
N 0.965 1.375 -0.722
H -1.197 0.473 0.843
C -0.114 -3.179 -2.081
H -0.586 -3.670 -2.950
H -0.275 -3.807 -1.197
H 0.964 -3.092 -2.268
C -2.624 -1.837 -1.965
H -2.825 -2.425 -2.878
H -3.175 -0.891 -2.038
H -2.967 -2.410 -1.091
C -0.391 -0.651 -3.363
H -0.830 -1.158 -4.235
H 0.702 -0.632 -3.457
H -0.746 0.385 -3.321
C -3.257 1.410 0.428
H -2.949 1.432 1.483
H -3.700 0.430 0.192
H -4.017 2.200 0.269
H -1.332 3.084 -0.487
H -2.285 1.596 -2.052
C 1.968 1.491 -1.611
C 4.129 0.956 -2.557
C 3.100 0.624 -1.697
C 1.800 2.557 -2.520
C 2.786 2.857 -3.418
C 3.958 2.075 -3.414
H 5.070 0.333 -2.559
H 3.067 -0.269 -1.012
H 0.824 3.054 -2.390
H 2.620 3.711 -4.110
H 4.770 2.316 -4.118
C -1.928 -3.204 2.176
O -2.066 -3.990 1.196
C -0.565 -3.011 2.870
H -0.456 -3.570 3.824
H -0.508 -1.907 2.991
H 0.281 -3.310 2.215
C -3.006 -2.196 2.686
H -4.111 -2.522 2.748
H -3.035 -1.424 1.945
H -2.702 -1.708 3.616
N -0.367 4.114 4.647
C 0.189 3.253 4.095
C 0.876 2.195 3.425
C 2.179 1.843 3.776
C 2.790 0.826 3.079
C 2.110 0.164 2.035
N 0.862 0.576 1.684
C 0.231 1.522 2.400
H 2.692 2.390 4.579
H 3.820 0.541 3.279
H 2.597 -0.650 1.484
H -0.801 1.791 2.126
*
```

=====

Below is CH3CeNOSi as an isolated structure in a non-equilibrium geometry, with properties calculated with ωB97M-V with the def2-TZVPD basis set.

Computed properties:
- max |F| (eV Å⁻¹) = 10.74
- total energy (eV) = -25390.61370
- molecular weight (g/mol) = 213.2
- expectation value of S² = 0.794
- Kohn-Sham gap (alpha / beta) (eV) = 4.756 / 6.188
- lowest unoccupied orbital energy (alpha / beta) (eV) = -18.635 / -17.458
- HOMO level (alpha / beta) (eV) = -23.391 / -23.646

Geometry as ORCA input:
```
! RIJCOSX wB97M-V def2-TZVPD def2/J DEFGRID3
* xyz 3 2
O 2.844 -0.815 -0.215
C 1.866 -0.020 -0.149
N 0.766 0.566 0.379
Si -0.690 -0.370 -0.158
H -0.487 -1.827 -0.073
H -1.141 -0.024 -1.511
H -1.791 -0.032 0.779
Ce -1.367 2.521 0.949
*
```

=====

Below is C16H17IN2O4Ti as an isolated structure, with properties calculated with ωB97M-V with the def2-TZVPD basis set.

Computed properties:
- max |F| (eV Å⁻¹) = 1.00
- total energy (eV) = -59255.55486
- energy above the lowest of the compared OMol25 structures with the same formula, charge and spin (kJ/mol) = 26.4
- molecular weight (g/mol) = 476.1
- Kohn-Sham gap (eV) = 5.574
- lowest unoccupied orbital energy (eV) = -0.460
- HOMO level (eV) = -6.034

Geometry as ORCA input:
```
! RIJCOSX wB97M-V def2-TZVPD def2/J DEFGRID3
* xyz 0 1
Ti 0.152 0.135 -0.544
O 3.120 1.759 1.825
C 1.952 1.261 1.358
O 1.899 0.792 0.142
C 0.795 1.221 2.081
C 0.484 1.622 3.422
C -0.754 1.404 3.917
C -1.759 0.752 3.101
C -1.444 0.412 1.840
N -0.205 0.647 1.288
C -2.303 -0.297 0.840
O -3.424 -0.681 1.026
O -1.605 -0.472 -0.295
H 3.755 1.718 1.099
H 1.254 2.094 4.017
H -1.000 1.705 4.926
H -2.748 0.533 3.478
I 2.015 -1.595 -2.712
C 1.756 -2.587 -0.892
C 2.336 -3.812 -0.631
C 2.083 -4.382 0.608
C 1.279 -3.711 1.516
C 0.750 -2.484 1.160
N 0.986 -1.931 -0.035
H 2.954 -4.300 -1.369
H 2.512 -5.343 0.858
H 1.061 -4.125 2.489
H 0.123 -1.913 1.832
C -2.466 2.121 -2.350
C -1.058 1.918 -2.904
C -1.015 0.673 -3.787
C -0.015 1.854 -1.782
H -3.195 2.235 -3.155
H -2.513 3.015 -1.725
H -2.770 1.268 -1.741
H -0.834 2.779 -3.547
H -1.293 -0.220 -3.213
H -0.016 0.516 -4.204
H -1.715 0.748 -4.622
H -0.130 2.712 -1.108
H 0.995 1.955 -2.208
*
```